(1)
Computed, not measured: the ion C5H8NO with charge +1 at a distorted geometry, with ωB97M-V with the def2-TZVPD basis set.

Structure (XYZ):
```
15
Properties=species:S:1:pos:R:3
C 0.61463 1.30576 0.03013
C -0.78993 1.26383 -0.05905
C 1.02350 -0.00527 0.04140
C 2.46727 -0.51380 0.11145
C -2.40946 -0.75620 0.03457
N -1.37559 0.14287 0.13106
O 0.17143 -0.91207 -0.13535
H 1.37975 2.04338 0.01621
H -1.43722 2.23063 -0.22891
H 2.66854 -0.57785 1.09601
H 2.64449 -1.33861 -0.52812
H 3.18013 0.28508 -0.41534
H -3.14664 -0.35636 0.66134
H -2.87664 -1.00202 -1.01363
H -2.11427 -1.80935 0.25823
```

Total charge   +1
Spin multiplicity   3
⟨S²⟩   2.050
HOMO-LUMO gap (alpha / beta)   9.09 / 7.79 eV
HOMO (alpha / beta)   -13.58 / -15.57 eV

=====

(2)
Computed, not measured: the ion C5H8NO2S2 with charge -1 at a distorted geometry, with ωB97M-V with the def2-TZVPD basis set.

Structure (XYZ):
```
18
Properties=species:S:1:pos:R:3
C 0.22898 -0.84627 0.04422
C -2.81959 1.20100 0.92604
C 2.00495 0.58387 0.58046
C 2.23357 -0.74755 -1.43457
C -3.18613 0.14909 0.13605
N 1.37534 -0.34505 -0.34957
O -1.91577 0.90045 1.92300
O -3.23287 2.33099 0.91018
S -0.67083 -1.80935 -0.95821
S -2.72461 -1.46395 0.20554
H 1.21724 0.90359 1.27170
H 2.79649 -0.01336 0.99665
H 2.47101 1.34800 -0.13820
H 3.09535 -0.10953 -1.50298
H 2.60137 -1.80668 -1.22775
H 1.53784 -0.92379 -2.29154
H -3.62313 0.48508 -0.73970
H -1.38920 0.16345 1.64867
```

Total charge   -1
HOMO-LUMO gap   6.45 eV
HOMO   -3.30 eV

=====

(3)
Computed, not measured: a cluster of 2 separate species, C5H8NO2S3 in total at a distorted geometry, with ωB97M-V with the def2-TZVPD basis set.

Structure (XYZ):
```
19
Properties=species:S:1:pos:R:3
C 3.14297 0.20856 0.57902
C 0.20375 0.22950 -0.61991
C -1.13991 -0.36614 -0.91074
C -0.23144 -0.81364 1.56031
C 0.87838 -0.50643 0.50551
N 1.94764 0.23282 1.19337
O 3.78429 3.59310 -0.28488
O 2.35278 3.24693 1.69771
S 3.79571 -0.84050 -0.47824
S -1.78777 -1.04124 0.70121
S 3.66951 3.00943 1.05148
H 0.99429 0.23381 -1.47037
H -0.00241 1.28556 -0.56445
H -1.94240 0.34247 -1.18279
H -1.15533 -1.25173 -1.66103
H 0.02088 -1.74442 1.92475
H -0.34083 -0.12684 2.36250
H 1.40762 -1.28045 0.20437
H 1.65961 1.19626 1.57887
```

Total charge   -1
HOMO-LUMO gap (alpha / beta)   5.90 / 5.33 eV
HOMO (alpha / beta)   -3.05 / -2.48 eV

=====

(4)
Computed, not measured: an isolated molecule of C5H8NP at a distorted geometry, with ωB97M-V with the def2-TZVPD basis set.

Structure (XYZ):
```
15
Properties=species:S:1:pos:R:3
C -1.05227 -0.12766 -0.71320
C -0.09147 -1.24387 -0.36835
C -1.66034 0.48914 0.51740
C 2.02578 -0.25935 -0.13287
C -0.95214 1.47018 1.07000
N 0.97618 -0.59039 0.30662
P 3.48362 0.40839 -0.32037
H -1.91289 -0.43434 -1.46467
H -0.68404 0.69786 -1.36661
H -0.43675 -2.03150 0.29063
H 0.26151 -1.70770 -1.24351
H -2.75950 0.26670 0.61018
H -1.36847 2.15802 1.88101
H 0.09043 1.65762 0.72001
H 4.08037 -0.75308 0.21373
```

HOMO-LUMO gap   9.08 eV
HOMO   -8.38 eV

=====

(5)
Computed, not measured: a cluster of 2 separate species, C5H8NS in total at a distorted geometry, with ωB97M-V with the def2-TZVPD basis set.

Structure (XYZ):
```
15
Properties=species:S:1:pos:R:3
C 1.71935 1.46853 -1.40508
C 0.55573 0.77617 -1.04438
C 2.62225 1.42358 -0.38038
C -1.84541 -1.40495 1.45329
C -1.64287 -1.12429 0.07005
N 0.57509 0.25408 0.16396
S 1.98593 0.54236 0.93821
H 1.86503 1.95933 -2.34865
H -0.30906 0.65965 -1.67073
H 3.60222 1.85363 -0.34280
H -1.28755 -2.25764 1.83346
H -2.92611 -1.56897 1.61589
H -1.68508 -0.51069 2.07022
H -2.11108 -0.26081 -0.37504
H -1.11844 -1.81002 -0.57802
```

Total charge   +1
HOMO-LUMO gap   6.92 eV
HOMO   -13.58 eV

=====

(6)
Computed, not measured: a structure of composition C5H8O, with ωB97M-V with the def2-TZVPD basis set.

Structure (XYZ):
```
14
Properties=species:S:1:pos:R:3
O -0.80223 1.25114 1.19580
C -0.21257 0.33266 0.31729
C 0.24237 -0.94026 1.03634
C 0.55065 -0.67702 -1.29262
C -0.88849 -0.26258 -0.92583
C 1.01045 0.60691 -0.57071
H -1.08536 2.02570 0.69059
H -0.58319 -1.51621 1.46163
H 1.04075 -0.76289 1.76169
H 0.68757 -1.57508 0.22037
H -1.20311 0.47632 -1.67282
H -1.65840 -1.03429 -0.81655
H 2.01084 0.64060 -0.12562
H 0.89071 1.43501 -1.27956
```

HOMO-LUMO gap   8.83 eV
HOMO   -8.64 eV

=====

Calculated values (kJ/mol) of energy relative to the best compared isomer or geometry (same formula, charge and spin) for the records, taken in order: 54.87 365.91 97.46 257.28 229.65 469.22.